Entry 1:
The following is a DFT calculation (ωB97M-V with the def2-TZVPD basis set) of a structure of composition C27H19Cl2NO3RuS2.

Structure (XYZ):
```
55
Properties=species:S:1:pos:R:3:forces:R:3
Ru -0.628459 0.600571 -0.266099 -0.8 0.7 0.5
Cl 5.407338 0.669886 3.948188 0.1 0.0 0.1
C 4.217868 0.748149 2.757000 -0.1 0.0 0.0
C 4.583178 0.932407 1.421399 0.0 0.0 0.1
C 3.607574 0.977282 0.460653 -0.1 -0.1 0.0
Cl 4.001444 1.200433 -1.170779 0.0 0.0 0.0
C 2.206137 0.813707 0.807824 0.0 -0.1 0.0
O 1.359458 0.771187 -0.116724 0.4 0.0 -0.2
C 1.865784 0.680462 2.205484 -0.3 0.1 -0.1
C 0.477609 0.678466 2.708932 0.1 0.0 -0.1
O -0.524851 0.852974 2.043114 0.0 -0.1 -0.1
C 2.855133 0.641844 3.138203 0.3 0.0 0.2
H 5.625029 1.039703 1.150006 0.0 0.0 0.0
H 0.373970 0.542016 3.793164 0.0 0.0 0.0
H 2.607074 0.546902 4.189613 0.1 0.0 0.0
S -4.811747 2.113375 -0.467628 -0.2 0.1 0.0
C -4.993502 0.388377 -0.439395 -0.1 0.1 0.0
C -6.179795 -0.338498 -0.433782 0.0 0.1 0.0
C -6.089211 -1.712828 -0.419197 0.0 -0.1 0.0
C -4.840043 -2.345083 -0.406016 -0.1 0.0 0.0
C -3.670852 -1.615571 -0.409603 0.1 -0.1 0.0
C -3.745261 -0.228894 -0.430858 0.2 0.2 0.0
N -2.682424 0.693310 -0.451797 -0.1 -0.2 0.1
C -3.130981 1.942808 -0.467845 0.1 0.1 0.0
C -2.156033 3.021381 -0.499735 -0.1 -0.1 0.0
C -2.466551 4.367102 -0.570820 -0.1 0.1 0.0
C -1.433085 5.294991 -0.623384 -0.1 0.0 0.0
C -0.109516 4.874283 -0.606585 0.1 0.0 0.0
C 0.202670 3.522187 -0.527407 0.0 0.0 0.0
C -0.822120 2.579670 -0.472633 0.2 -0.3 -0.1
H -7.141108 0.158812 -0.444132 0.0 0.0 0.0
H -6.993296 -2.307137 -0.416708 0.0 0.0 0.0
H -4.795764 -3.426250 -0.391392 0.0 0.0 0.0
H -2.712847 -2.106322 -0.385364 0.0 0.0 0.0
H -3.497883 4.700232 -0.597509 0.0 0.0 0.0
H -1.662921 6.350432 -0.689101 0.0 0.0 0.0
H 0.685638 5.605623 -0.668480 0.0 0.0 0.0
H 1.240809 3.217409 -0.544666 0.0 0.0 0.0
C -0.453270 -3.816723 -0.749163 -0.1 0.0 0.2
S -0.042823 -2.083403 -0.870310 0.2 -0.3 0.0
O -0.378459 -1.487078 0.514809 0.2 0.0 -0.5
C 1.720673 -2.242451 -0.993776 0.0 0.1 0.1
C 2.309879 -2.063649 -2.236279 0.0 0.0 0.0
C 3.684495 -2.234500 -2.351093 0.0 0.0 0.0
C 4.438782 -2.555308 -1.231763 0.0 0.0 0.0
C 3.831222 -2.712449 0.011834 0.0 0.0 0.0
C 2.459149 -2.560035 0.140340 0.1 0.0 0.0
H 0.108090 -4.214341 0.096500 -0.1 -0.1 0.0
H -0.159098 -4.296859 -1.682599 0.0 0.0 0.0
H -1.525795 -3.906283 -0.586403 0.0 0.0 0.0
H 1.711741 -1.801510 -3.102334 0.0 0.0 0.0
H 4.163453 -2.112916 -3.314146 0.0 0.0 0.0
H 5.508878 -2.691694 -1.327708 0.0 0.0 0.0
H 4.426877 -2.976525 0.877560 0.0 0.0 0.0
H 1.967717 -2.689680 1.098576 0.0 0.0 0.0
```
Positions in Å, forces in eV/Å.

Energy   -3131.81387 hartree
2S+1   5
Net charge   +2
Orbital gap (spin up / spin down)   7.46 / 5.08 eV

=====

Entry 2:
The following is a DFT calculation (ωB97M-V with the def2-TZVPD basis set) of a structure of composition C27H19NO8PReSbSe4.

Structure (XYZ):
```
62
Properties=species:S:1:pos:R:3:forces:R:3
Re 0.097253 -0.196884 0.271735 0.3 -0.3 0.2
O -1.995786 -0.709281 -0.435479 -0.1 0.1 0.1
C -1.057658 -1.363793 -0.845834 0.1 0.1 0.0
C -0.851346 -2.416600 -1.811960 0.0 -0.1 -0.1
C -1.829839 -3.242804 -2.351935 0.0 0.0 0.0
C -1.423968 -4.253862 -3.206486 0.0 0.0 0.0
C -0.076166 -4.425010 -3.513357 0.0 0.0 0.0
C 0.896625 -3.578071 -2.990727 0.0 0.0 0.0
C 0.496495 -2.565048 -2.138532 0.0 0.0 0.0
P 1.531305 -1.283122 -1.391448 0.1 -0.1 0.1
C 1.865765 -0.030660 -2.639309 0.0 0.0 0.0
C 1.402045 -0.169633 -3.946052 0.0 0.1 0.0
C 1.658017 0.831736 -4.871851 0.0 0.0 0.0
C 2.360783 1.967484 -4.494711 0.0 0.0 0.1
C 2.814178 2.108908 -3.187672 0.0 0.0 0.0
C 2.570875 1.113826 -2.256035 0.1 0.1 0.1
C 3.080456 -2.011705 -0.848049 0.0 0.0 -0.1
C 4.256790 -1.761996 -1.556026 0.0 0.0 0.1
C 5.437802 -2.368594 -1.153482 0.0 0.0 0.0
C 5.445022 -3.217914 -0.055716 0.0 0.0 0.0
C 4.271285 -3.471711 0.643129 0.0 0.0 0.0
C 3.088448 -2.871036 0.249375 -0.1 0.0 0.1
H -2.869869 -3.110017 -2.083494 0.0 0.0 0.0
H -2.157182 -4.926645 -3.630028 0.0 0.0 0.0
H 0.219069 -5.230063 -4.173223 0.0 0.0 0.0
H 1.941128 -3.713483 -3.242326 0.0 0.0 0.0
H 0.844376 -1.046214 -4.247995 0.0 0.0 0.0
H 1.305422 0.721836 -5.888913 0.0 0.0 0.0
H 2.555108 2.747205 -5.219005 0.0 0.0 0.0
H 3.358116 2.995550 -2.891501 0.0 0.0 0.0
H 2.923824 1.225605 -1.236037 0.0 0.0 -0.1
H 4.257450 -1.097807 -2.408360 0.0 0.0 0.0
H 6.351809 -2.171598 -1.696867 0.0 0.0 0.0
H 6.369176 -3.684181 0.258968 0.0 0.0 0.0
H 4.276570 -4.132706 1.499969 0.0 0.0 0.0
H 2.175855 -3.071477 0.803610 0.1 0.0 -0.1
O 3.559937 1.002925 2.076701 0.0 0.0 0.0
N 2.510258 0.444888 1.993081 0.0 0.0 -0.1
O 1.893818 -0.119006 2.871183 0.0 0.1 -0.1
O 1.968265 0.442977 0.732650 -0.3 -0.2 0.1
O -2.409363 2.481935 1.172171 0.1 -0.2 0.2
C -1.720220 2.204515 0.241353 -0.6 0.4 -0.1
O -0.532089 1.537522 0.428903 0.4 0.2 0.0
C -2.021760 2.564601 -1.158158 0.1 -0.1 -0.1
C -1.157223 2.283660 -2.205275 0.1 0.0 -0.1
C -1.482843 2.614119 -3.522704 0.0 0.0 -0.1
C -2.691340 3.235190 -3.722445 0.0 0.0 0.0
O -3.227603 3.663128 -4.889003 0.0 0.0 0.0
C -4.512646 4.217105 -4.568143 0.0 0.0 0.0
O -4.661818 4.155339 -3.150436 0.0 0.0 0.0
C -3.554050 3.529109 -2.670717 0.1 0.0 0.0
C -3.251897 3.208952 -1.378984 -0.1 0.0 0.0
H -0.194611 1.827250 -2.009067 0.0 0.0 0.0
H -0.812459 2.407044 -4.344750 0.0 0.0 0.0
H -5.289007 3.619799 -5.045655 0.0 0.0 0.0
H -4.549311 5.254197 -4.895553 0.0 0.0 0.0
H -3.913110 3.430043 -0.553970 0.0 0.0 0.0
Se -2.183553 -3.786056 5.294676 0.0 0.0 0.0
Sb -0.701483 -4.440222 3.648996 -0.1 -0.3 0.3
Se -0.071261 -1.786857 1.931369 0.1 0.2 -0.3
Se -1.461705 -3.640085 1.347766 0.1 0.2 0.0
Se 1.390439 -5.434072 3.499147 0.0 0.0 0.0
```
Positions in Å, forces in eV/Å.

Energy   -11962.26517 hartree
2S+1   1
Net charge   +1
Orbital gap   5.66 eV

=====

Entry 3:
The following is a DFT calculation (ωB97M-V with the def2-TZVPD basis set) of a structure of composition C27H20Cl3MgN6O4S2.

Structure (XYZ):
```
63
Properties=species:S:1:pos:R:3:forces:R:3
Mg -0.230491 0.455379 -0.187989 0.0 0.5 -0.1
C -4.724547 -0.671601 -0.132837 0.0 -0.1 -0.1
O -4.242163 -1.937081 0.263541 0.0 0.1 0.2
C -3.129451 -2.481783 -0.332609 0.0 0.0 -0.1
C -3.151094 -3.861574 -0.388737 0.0 -0.1 0.0
C -2.093695 -4.593451 -0.919403 0.0 0.0 0.0
C -1.008433 -3.900185 -1.407517 0.0 0.0 0.0
C -0.942581 -2.506357 -1.340713 0.2 0.2 -0.1
C 0.284711 -1.903757 -1.886410 -0.4 -0.2 0.1
N 0.582472 -0.696944 -1.653787 0.6 0.1 -0.2
N 1.721378 -0.115597 -2.220117 -0.4 0.0 0.1
C 1.523208 1.200849 -2.187429 0.0 -0.1 -0.1
O 0.492336 1.789572 -1.741413 0.3 -0.1 -0.1
C 2.670034 2.032098 -2.691440 -0.1 0.0 0.0
C 2.591843 3.410799 -2.544927 0.1 0.1 0.0
C 3.632698 4.227082 -2.972530 0.0 -0.1 0.0
C 4.761661 3.665859 -3.553582 0.0 0.0 0.0
C 4.843332 2.285108 -3.703724 0.0 0.0 0.0
C 3.803728 1.471549 -3.274777 0.0 0.0 0.0
C -2.009294 -1.726715 -0.776888 0.3 0.2 0.0
O -1.959812 -0.418004 -0.645523 -0.4 -0.4 -0.1
H -5.783026 -0.660451 0.133449 0.0 0.0 0.0
H -4.208432 0.124223 0.396260 0.0 0.0 0.1
H -4.624780 -0.518171 -1.211297 0.0 0.0 0.0
H -4.029004 -4.356246 0.011020 0.0 0.0 0.0
H -2.131365 -5.674758 -0.949843 0.0 0.0 0.0
H -0.161329 -4.431636 -1.829819 0.0 0.0 0.0
H 0.934897 -2.521975 -2.510331 0.0 0.0 -0.1
H 1.701054 3.821149 -2.086473 0.0 0.0 0.0
H 3.562799 5.301380 -2.849782 0.0 0.0 0.0
H 5.573847 4.299487 -3.890105 0.0 0.0 0.0
H 5.722335 1.841900 -4.156716 0.0 0.0 0.0
H 3.850605 0.395822 -3.384421 0.0 0.0 0.0
Cl -2.239151 -5.053134 4.531432 0.1 0.2 -0.1
C -1.514330 -3.759289 3.587204 -0.1 -0.1 0.1
C -2.082807 -2.500603 3.594358 -0.1 0.1 0.0
C -1.512223 -1.492170 2.841301 -0.1 0.0 0.2
Cl -2.236011 0.102319 2.928511 0.1 -0.2 -0.1
C -0.366088 -1.671032 2.027038 0.0 0.1 -0.2
O 0.133686 -0.754039 1.293652 0.2 -0.2 0.5
C 0.180260 -2.980225 2.102701 0.0 -0.1 0.0
Cl 1.633149 -3.324468 1.189347 -0.2 0.1 0.1
C -0.372232 -4.002572 2.847894 0.1 -0.1 0.0
H -2.970285 -2.299915 4.178682 0.0 0.0 0.0
H 0.084409 -4.982908 2.843872 0.0 0.0 0.0
N 3.533173 0.208050 0.350159 0.1 0.2 0.1
C 2.845088 1.068039 1.143349 0.0 -0.2 -0.2
N 1.642430 1.477058 0.887685 -0.1 0.3 0.1
C 1.221268 2.402490 1.824132 -0.5 -0.1 -0.3
C 2.095993 2.684810 2.810236 0.1 0.1 0.1
S 3.551266 1.790639 2.558554 0.1 0.0 0.1
C -0.151762 2.919239 1.648215 0.3 -0.4 -0.3
C -0.736194 3.977190 2.241925 0.0 0.1 0.1
S -2.353917 4.155239 1.656810 -0.1 0.1 0.0
C -2.122960 2.780924 0.632532 0.0 -0.3 -0.2
N -0.944372 2.241568 0.733141 0.0 0.3 0.4
N -3.071674 2.317789 -0.222687 0.0 0.1 0.1
H 3.025271 -0.155944 -0.451970 -0.1 -0.1 -0.1
H 4.209303 -0.393807 0.782862 0.0 -0.1 0.0
H 1.966932 3.322933 3.668556 0.0 0.0 0.0
H -0.327186 4.658615 2.968914 0.0 0.0 0.0
H -4.026854 2.554895 -0.016278 0.0 0.0 0.0
H -2.917621 1.362338 -0.555259 0.1 0.0 0.0
```
Positions in Å, forces in eV/Å.

Energy   -4047.73936 hartree
2S+1   1
Net charge   -1
Orbital gap   6.54 eV